# C28H39InN3O3Si

A molecular structure, C28H39InN3O3Si at a distorted geometry (wB97M-V/def2-TZVPD, the Open Molecules 2025 dataset).

**LUMO**: -0.0767 hartree
**E_tot**: -53326.5730 eV
**Net charge**: +1
**HOMO level**: -10.683 eV
**Multiplicity**: 1
**Kohn-Sham gap**: 8.596 eV

```
75
Properties=species:S:1:pos:R:3:forces:R:3:mulliken_charge:R:1
In -11.73073 5.14311 12.02840 -0.2 0.1 -0.3 1.25
C -12.67462 3.98537 15.03101 0.2 -0.2 -0.2 -0.81
O -11.64851 4.64658 14.31050 1.4 0.7 0.9 -0.03
C -10.87161 5.52463 15.26272 -0.1 -1.8 -0.9 -0.36
C -9.86706 6.31142 14.43950 -1.0 -0.2 0.2 -0.86
O -10.51642 6.99280 13.36105 -0.8 0.4 0.5 -0.19
C -11.41189 8.12684 13.69534 0.1 -3.3 -4.1 -0.98
C -12.76652 7.76140 14.15268 -1.9 0.1 -0.7 -0.60
O -13.26553 6.66608 13.33345 0.6 1.2 -0.1 0.71
C -14.63465 6.36638 13.51286 0.2 0.3 0.9 -1.12
H -12.25655 3.35365 15.83068 -0.2 0.3 -0.2 0.36
H -13.36803 4.73390 15.37931 -0.3 0.1 0.7 0.30
H -13.21688 3.38267 14.32630 0.0 -0.4 -0.2 -0.19
H -11.64178 6.10935 15.76495 0.5 -0.1 0.3 0.23
H -10.32882 4.80667 15.93835 -0.6 0.9 -0.3 0.49
H -9.32867 7.01261 15.06238 0.2 0.2 0.3 0.52
H -9.17999 5.58748 14.01507 0.1 0.2 -0.4 0.18
H -10.95208 8.76740 14.30081 1.9 2.6 2.8 0.65
H -11.46323 8.56634 12.69405 -0.3 0.3 0.2 0.21
H -12.80217 7.40450 15.17486 -0.2 0.4 0.3 0.39
H -13.40380 8.71174 13.99893 0.6 -1.5 0.4 0.40
H -14.83387 5.97348 14.49791 0.1 -0.4 0.4 0.32
H -15.30218 7.19539 13.42454 -0.1 1.1 -0.4 0.35
H -14.88840 5.67076 12.77291 -0.4 -1.2 -1.0 0.21
C -13.38234 8.16759 9.77369 -2.2 -2.2 0.1 -1.48
C -13.96794 6.72906 9.63341 1.8 1.9 0.9 0.17
C -15.04110 6.38408 8.90695 -1.2 1.1 -0.6 -0.96
C -15.59493 5.14944 9.02323 -1.8 -1.5 -1.8 -0.91
C -15.00821 4.16963 9.73446 1.0 -0.5 1.6 -1.18
C -13.88966 4.55194 10.46764 1.4 0.5 0.5 0.95
N -13.38986 5.81769 10.39393 0.6 -1.2 1.3 0.27
N -13.17665 3.73407 11.30736 -0.1 1.5 -0.1 0.47
Si -13.53372 2.07590 11.49551 1.3 -1.6 0.0 0.40
C -14.10318 1.27258 9.91360 0.0 0.1 -1.4 -1.54
C -14.80914 1.80644 12.76081 -1.0 0.9 0.5 -1.14
C -11.90573 1.27153 12.07414 -0.7 0.4 -2.7 -1.09
H -13.37075 8.67499 8.84626 -0.2 0.7 -0.9 0.49
H -12.40478 8.04445 10.10659 1.7 0.0 0.7 0.10
H -14.00438 8.65135 10.52447 0.1 0.4 -0.1 0.31
H -15.57768 7.10769 8.35877 -0.3 0.8 -0.7 0.60
H -16.48999 4.90496 8.43391 0.3 0.3 0.3 0.41
H -15.27204 3.14961 9.93553 -1.0 0.2 -0.7 0.60
H -15.19236 1.20090 9.77803 0.2 -0.2 0.3 0.42
H -13.67165 0.29439 9.69414 -0.1 -0.1 0.5 0.45
H -13.79581 1.85727 9.02847 0.1 0.0 0.3 0.43
H -15.81172 2.02696 12.36308 0.2 -0.2 0.1 0.34
H -14.68146 2.49558 13.61548 -0.1 -0.6 -0.2 0.31
H -14.76278 0.77520 13.06975 -0.2 -0.4 0.4 0.44
H -11.09434 1.91498 11.74902 0.4 0.0 0.0 0.04
H -11.74325 0.26497 11.69266 -0.1 0.0 -0.5 0.50
H -11.86985 1.12512 13.08230 0.1 0.0 3.1 0.43
N -9.69906 4.80232 11.79854 -0.1 -0.2 -1.5 -0.49
C -9.26593 4.73370 10.57993 -1.2 0.4 0.5 -0.10
C -7.88556 4.21168 10.38303 -1.2 -0.4 2.4 0.52
C -7.03432 4.57981 9.40036 1.2 0.2 -1.7 -0.03
C -5.70947 4.18094 9.38505 -0.8 -1.0 2.2 -1.08
C -5.30168 3.31489 10.42081 1.7 0.8 -3.0 -0.33
C -6.15016 2.88774 11.36537 -0.2 -1.5 1.7 -0.74
C -7.42409 3.37916 11.41396 0.0 -0.3 -0.6 -0.49
C -10.12263 5.23412 9.39294 0.1 -2.1 1.1 -0.25
C -10.17798 6.56398 9.15202 0.7 1.9 -0.6 0.20
C -10.86345 7.01676 8.02080 0.9 0.9 0.6 -0.74
C -11.60406 6.15378 7.26342 -1.7 0.6 -0.9 -0.38
C -11.78455 4.82799 7.63973 2.6 0.3 1.0 -1.25
C -10.93759 4.34676 8.65319 0.6 -0.4 0.4 0.41
H -7.35754 5.08915 8.52469 -0.6 0.8 -0.4 0.45
H -5.06464 4.50376 8.62073 0.8 0.2 -0.8 0.48
H -4.33638 2.84751 10.32303 0.4 0.1 0.2 0.37
H -5.81746 2.06016 12.02462 -0.4 0.8 -0.2 0.33
H -8.04537 2.95715 12.16521 -0.8 0.2 0.4 0.42
H -9.56157 7.27781 9.73609 -0.5 -0.5 -0.4 0.51
H -10.69390 8.06180 7.74711 -0.4 -0.3 -0.1 0.47
H -12.16689 6.54667 6.38729 0.6 -0.4 0.6 0.38
H -12.27619 4.18545 6.98186 -1.1 -1.1 -0.6 0.63
H -10.76285 3.28320 8.92627 -0.7 0.6 -0.6 0.47
```
Forces are in eV/Å.